DFT (wB97M-V/def2-TZVPD) results for a 12-piece molecular cluster, C54H118F18N6O18S overall.

XYZ file:
```
215
Properties=species:S:1:pos:R:3:forces:R:3:mulliken_charge:R:1
C -4.58922 -0.07182 -5.12252 -1.3 0.5 0.1 -0.7308
N -3.12119 -0.02116 -5.00585 0.0 0.3 -0.8 0.6228
C -2.53193 -0.26012 -6.35464 0.5 0.2 -0.2 -0.8282
C -2.79515 1.38397 -4.59167 1.7 -0.7 -0.1 -0.6374
C -2.55399 -1.06975 -4.08226 -1.8 -1.3 -0.4 -0.5615
C -2.96486 -0.89331 -2.64528 0.5 1.8 0.1 2.2144
O -3.06477 -2.13569 -2.06996 -0.3 -1.7 0.8 -0.7584
H -5.03577 0.17690 -4.14717 0.0 -0.1 -0.4 0.2500
H -4.91070 -1.04930 -5.44900 0.1 -0.4 0.0 0.3359
H -4.94992 0.67596 -5.87981 0.6 -0.6 0.7 0.4223
H -1.47802 -0.13681 -6.24239 0.9 -0.3 0.1 0.3061
H -2.80032 0.52116 -7.05720 -0.6 0.0 0.0 0.3758
H -2.74310 -1.25680 -6.75485 -0.2 0.2 0.4 0.3367
H -3.24020 1.64903 -3.65015 -0.6 0.0 0.2 -0.0465
H -3.05880 2.00784 -5.42829 -0.3 0.5 0.0 0.5197
H -1.70765 1.41129 -4.47586 0.0 0.2 0.0 0.2937
H -1.47346 -1.09402 -4.14450 0.1 -0.1 -0.7 -0.2889
H -3.06742 -2.04938 -4.39041 1.2 1.3 0.1 0.1701
H -3.85967 -0.27219 -2.52064 -0.2 -0.4 0.2 -1.3962
H -2.16985 -0.37322 -2.12781 0.0 0.5 0.0 -0.1958
H -2.31490 -2.24312 -1.47496 -0.2 0.0 0.2 0.3649
C 0.85679 -7.34289 -2.39014 1.5 -2.3 -0.4 -0.8980
N 1.00667 -6.04749 -3.00024 -0.1 1.0 0.8 0.4076
C 1.13223 -6.21645 -4.45872 -0.7 1.0 -0.9 -0.4686
C -0.20840 -5.31923 -2.70329 -1.5 2.2 0.4 -0.7858
C 2.18352 -5.23934 -2.51187 0.9 -0.4 -1.2 -0.3354
C 2.13088 -4.61519 -1.15065 -1.0 -0.2 0.8 -1.3983
O 1.36113 -3.45869 -1.11980 -0.6 1.2 -0.5 0.5923
H 1.69535 -7.97790 -2.75886 -0.5 0.3 0.4 0.3971
H -0.04116 -7.76695 -2.81225 -0.4 -0.2 0.3 0.4185
H 0.86499 -7.37430 -1.30533 -0.2 0.5 0.0 0.2382
H 0.39683 -6.95187 -4.81509 0.3 0.2 0.2 0.3687
H 2.13810 -6.50085 -4.64921 0.8 -0.6 -0.3 0.3595
H 0.97326 -5.21189 -4.92462 -0.1 -0.4 0.3 0.0841
H -1.04441 -5.75625 -3.23905 0.0 -0.1 0.0 0.5031
H -0.09504 -4.25601 -2.95196 0.1 -0.4 -0.7 0.1878
H -0.42211 -5.25292 -1.63638 0.2 -0.7 0.1 0.2473
H 2.32599 -4.45290 -3.27781 -0.2 -0.1 0.5 0.3386
H 3.03527 -5.90927 -2.60035 0.2 -0.2 0.1 0.2744
H 3.13243 -4.31474 -0.87522 0.5 -0.7 0.3 0.6125
H 1.65128 -5.25479 -0.37288 0.8 0.0 -0.4 0.2662
H 1.73481 -2.83348 -1.77920 -0.2 -0.2 0.2 -0.2387
C -4.92445 -2.04982 3.39179 0.0 -2.0 0.8 -0.6887
N -5.25835 -1.30008 2.17491 1.4 0.0 -0.2 1.0983
C -3.93538 -0.96442 1.46351 -0.8 0.7 1.4 0.1801
C -5.95910 -2.19474 1.25494 -0.5 0.2 -1.4 -0.7918
C -6.03831 -0.04009 2.51182 -0.5 -0.7 -0.7 0.7855
C -7.35490 -0.30740 3.19564 0.1 1.5 2.1 -0.8249
O -7.13504 -0.62877 4.62148 1.1 -0.8 -2.3 -0.5185
H -5.72957 -2.74953 3.61715 -0.3 0.3 0.1 0.4845
H -4.75315 -1.46476 4.27231 0.1 0.7 0.0 0.2562
H -4.07050 -2.72855 3.25201 0.0 0.6 -0.4 -0.0718
H -4.12152 -0.41678 0.54453 -0.3 -0.2 -0.2 -0.7336
H -3.40212 -1.90894 1.35366 -0.1 0.4 -0.1 0.1732
H -3.48713 -0.31685 2.20926 0.8 -0.1 -0.2 -0.1946
H -6.09507 -1.68260 0.30461 0.0 0.4 -0.1 0.0604
H -6.92609 -2.40997 1.65468 -0.5 -0.6 0.2 0.4028
H -5.36728 -3.07991 0.99192 -0.1 0.1 0.7 0.3133
H -6.23463 0.37484 1.52795 0.1 0.4 -0.2 -0.4538
H -5.46922 0.64186 3.14025 0.5 -0.3 -0.2 0.0394
H -7.98783 -1.00658 2.69117 -0.3 -0.8 -0.1 0.2924
H -7.90084 0.65523 3.20072 0.3 -0.3 -0.3 0.5316
H -7.83917 -0.27735 5.12539 -1.2 0.6 0.7 0.3225
C -0.28569 1.35425 -1.18486 -0.6 -0.2 0.4 -0.8654
N 0.10674 1.60509 0.24025 -0.2 -0.6 0.0 1.5116
C 1.11752 2.62433 0.29782 2.5 1.3 -1.1 -0.5405
C -1.03417 2.19418 0.96926 -1.4 -1.6 1.5 0.2899
C 0.64457 0.35871 0.88721 2.1 -0.6 0.0 0.9158
C -0.02108 -0.93186 0.44525 -1.0 -0.1 1.0 -0.6219
O -1.40928 -0.89341 0.72493 0.1 -0.5 0.0 1.1467
H -1.05113 0.56515 -1.10465 0.1 0.8 -0.3 -0.5560
H 0.55305 0.98702 -1.77120 0.3 0.3 0.1 0.1633
H -0.67656 2.30871 -1.57525 0.2 -0.6 0.0 0.6744
H 0.65560 3.58682 0.00409 0.5 -0.5 0.2 0.6237
H 1.94740 2.35223 -0.38311 -0.6 0.2 -0.1 -0.0366
H 1.63334 2.71419 1.25843 -0.8 -0.1 0.2 -0.1628
H -0.67694 2.59536 1.94095 -0.3 -0.4 -0.5 -0.3461
H -1.83977 1.40396 1.06997 1.0 1.1 0.0 -0.6674
H -1.40557 3.01776 0.40833 -0.3 0.6 -0.5 0.7689
H 0.66898 0.51897 1.98963 -0.4 -0.2 -0.9 -0.9368
H 1.71969 0.24183 0.55817 -0.9 0.5 0.2 0.3659
H 0.46439 -1.80762 0.93827 0.0 0.7 -0.3 -1.3056
H 0.05313 -1.08648 -0.62483 0.5 0.0 -0.2 0.6889
H -1.48458 -0.72039 1.74606 0.3 0.2 -0.5 -0.6555
C 4.73748 5.32172 -2.16885 0.9 1.8 -0.5 -0.6694
N 4.84311 4.60036 -0.90188 0.4 -0.7 -0.2 0.7161
C 5.82625 5.30692 -0.06617 0.4 0.2 1.0 -0.9176
C 3.46165 4.68125 -0.31003 0.1 -1.9 -1.2 -0.3283
C 5.37272 3.14064 -1.16820 1.2 1.3 1.4 -0.0941
C 5.58528 2.30245 0.07350 0.1 0.2 0.1 -0.5768
O 4.45311 2.27211 0.88832 -0.7 0.1 0.5 -0.3430
H 4.31933 6.33596 -2.01822 -0.3 -0.7 0.3 0.2753
H 4.19884 4.76370 -2.88258 -0.5 -0.4 -0.5 0.0376
H 5.71815 5.55845 -2.56791 0.4 -0.5 -0.1 0.5100
H 5.75264 4.91088 0.95763 0.2 0.1 -0.4 0.2668
H 5.58991 6.37887 -0.02752 -0.1 -0.3 -0.1 0.3849
H 6.84522 5.17915 -0.47534 -0.6 0.0 0.2 0.3151
H 3.26464 5.67968 -0.05619 -0.1 1.3 0.7 0.4212
H 3.42301 3.94911 0.48210 -0.2 0.3 0.3 -0.0115
H 2.81506 4.38063 -1.15127 0.1 -0.1 0.6 0.0284
H 6.32484 3.29001 -1.66181 0.4 0.2 0.0 0.4040
H 4.77447 2.63859 -1.82879 -2.1 -0.6 -1.5 -0.2870
H 6.39163 2.76529 0.61315 0.7 -0.1 0.6 0.3650
H 5.85034 1.26907 -0.17807 0.2 0.3 -0.4 0.3395
H 4.29112 1.37114 1.19422 0.1 -0.3 -0.2 -0.0546
C -1.67014 -4.37858 2.47148 -0.5 0.0 -0.1 -1.1256
C -0.25202 -4.06697 2.88313 0.6 -0.9 0.0 0.4243
C -0.26457 -3.30174 4.15641 -0.2 0.0 0.6 0.2510
N 1.06723 -3.07955 4.78125 1.4 -1.6 0.7 0.7605
C 1.80991 -2.05321 4.00182 -0.9 0.8 1.0 -0.8189
C 1.99825 -4.34150 4.98457 -1.0 -0.7 -1.4 -0.5690
C 2.70980 -4.21404 6.33581 0.4 -0.6 0.4 -0.8784
C 2.21724 -2.87109 6.79982 0.1 0.8 1.5 -0.6339
C 0.87082 -2.67735 6.20442 -0.1 0.0 -0.9 -0.5310
H -2.21994 -3.48642 2.22775 0.0 0.6 -0.5 -0.2987
H -2.27734 -4.78403 3.29044 0.4 -0.4 0.0 0.4431
H -1.70077 -5.05820 1.61979 -0.1 0.0 0.0 0.4355
H 0.32142 -3.47870 2.18039 -0.2 0.1 -0.7 -0.3853
H 0.29728 -5.01283 2.97799 0.0 0.1 0.1 0.6178
H -0.88100 -3.79452 4.91369 0.0 0.0 -0.1 0.7952
H -0.65998 -2.30293 3.93455 -0.2 0.0 0.3 -1.2591
H 2.65801 -1.64258 4.55695 -0.3 -0.3 -0.2 0.5169
H 1.03533 -1.30813 3.81896 0.6 0.4 -0.2 -0.3685
H 2.15374 -2.48750 3.10928 0.5 -0.5 -1.1 0.0372
H 2.64162 -4.41678 4.07669 -0.5 0.0 0.8 0.3079
H 1.27695 -5.19131 5.05332 0.7 0.5 -0.4 0.5052
H 3.82623 -4.32156 6.37945 -1.0 0.4 -0.6 0.3583
H 2.35846 -5.01246 7.00897 -0.1 0.3 -0.3 0.2770
H 2.92686 -2.11255 6.51223 0.0 0.5 -0.1 0.2238
H 2.03831 -2.76824 7.86146 0.6 -0.2 0.5 0.5838
H 0.48216 -1.67508 6.19463 -0.2 0.5 0.3 0.0750
H 0.14864 -3.37946 6.64322 0.1 0.3 -0.1 0.6005
C 3.09649 2.71037 -3.73811 -0.8 -0.1 0.0 0.2888
O 4.41696 3.19937 -4.24910 -0.6 0.8 0.8 -0.4047
O 2.98089 2.49754 -2.44260 0.8 -0.1 -0.7 -0.4088
C 2.02881 3.79525 -4.10018 0.9 -1.5 -0.5 0.4976
F 2.09173 4.97467 -3.50609 0.4 0.9 0.3 -0.2666
F 1.93797 4.01309 -5.42843 -0.2 0.2 -0.2 -0.3750
F 0.88848 3.25336 -3.68119 -1.6 -0.2 -0.3 -0.0612
C 5.11286 2.45942 -5.20734 -0.2 -2.3 0.8 0.2316
C 6.60525 2.78258 -5.13892 0.0 1.3 -0.6 -1.2223
H 7.21267 2.34586 -5.93971 -0.5 0.0 -0.1 0.4149
H 6.66004 3.88711 -5.24499 0.2 -0.5 -0.1 0.2626
H 7.15919 2.55605 -4.23295 -0.5 -0.3 0.5 0.2469
H 4.69106 2.56881 -6.20288 0.2 0.5 -0.4 0.3459
H 4.89903 1.38377 -4.97914 0.5 0.4 -0.2 -0.1989
H 2.79262 1.83992 -4.39363 0.5 0.4 0.2 -0.3718
C 1.83361 -2.59219 -5.08994 2.2 2.3 -1.1 -0.4541
O 2.50091 -2.38807 -3.76538 -0.2 -0.7 0.7 0.4417
O 0.75468 -3.23289 -5.02588 -1.2 -1.3 0.4 -0.9824
C 1.60351 -1.09158 -5.61116 0.2 -1.0 0.6 0.6146
F 2.78297 -0.40771 -5.78514 -1.3 -0.2 -0.2 -0.2859
F 0.91048 -1.10607 -6.77199 0.5 0.3 -0.1 -0.3327
F 0.82528 -0.40100 -4.74538 0.3 0.4 -0.1 -0.0604
C 3.90930 -2.19242 -3.75940 0.3 1.0 0.5 -0.2903
C 4.50852 -2.29586 -2.33104 -1.1 0.6 -0.7 -0.6928
H 4.15268 -1.47507 -1.71682 -0.5 0.0 0.3 -0.0463
H 4.21163 -3.25427 -1.87715 0.6 0.4 -0.1 -0.1952
H 5.57649 -2.09773 -2.32605 0.2 -0.6 -0.2 0.5973
H 4.05817 -1.18245 -4.18222 0.6 -0.5 0.3 -0.0214
H 4.41138 -2.93671 -4.37070 0.0 -0.2 -0.5 0.3728
H 2.69717 -2.92259 -5.78552 -0.7 -0.3 0.6 0.1346
C -1.15702 0.54417 4.04629 -0.8 -1.6 -0.6 0.8311
O 0.14562 0.49940 4.54013 -0.1 -1.1 1.2 0.2030
O -1.25885 -0.49707 3.16178 -0.7 1.0 0.6 1.6871
C -2.27241 0.19878 5.18962 -1.3 0.6 -0.4 0.0386
F -3.58385 0.52679 4.73091 1.7 -0.5 -0.2 -0.2489
F -2.37176 -1.10568 5.58177 0.5 0.3 -0.8 -0.2683
F -2.20383 0.86647 6.32529 0.8 0.7 0.5 -0.3139
C 0.98537 1.60365 4.46739 1.4 -0.3 -1.4 0.7294
C 2.27272 1.28610 5.12983 0.3 0.7 2.6 -1.4475
H 2.76211 0.36785 4.89111 0.1 -0.5 -0.7 0.1135
H 2.96184 2.10931 4.87127 -0.1 -0.3 0.6 0.3914
H 2.04208 1.23130 6.24323 0.7 0.3 -1.0 0.2899
H 0.56111 2.41668 4.97250 -0.8 1.6 0.3 0.4387
H 1.34423 1.87239 3.44638 -1.2 0.0 0.0 -0.5105
H -1.31351 1.60324 3.71484 -0.6 -0.7 0.0 -1.1886
C -5.78645 1.51733 -1.32111 -1.0 -0.5 0.0 -0.9974
O -5.80597 1.61059 -2.74280 -1.0 1.3 -1.6 0.0346
O -5.44282 0.33712 -0.91424 0.3 -1.3 0.2 -0.7622
C -4.78884 2.54026 -0.86609 1.5 -1.3 0.8 1.1082
F -5.01279 3.74275 -1.29777 -0.1 1.8 -0.3 -0.3000
F -4.82696 2.54733 0.48340 0.8 0.4 -0.1 -0.1485
F -3.44377 2.23254 -1.29402 -1.9 0.3 0.9 -0.0720
C -6.46457 2.79517 -3.44252 0.8 -3.4 -0.7 -0.2377
C -7.75833 3.34615 -2.95454 -0.6 -0.9 0.8 -1.4337
H -7.64529 3.84240 -2.02587 0.1 0.7 1.0 0.3633
H -8.12328 4.06845 -3.66605 -0.2 0.2 -0.4 0.4359
H -8.52002 2.55231 -2.77740 0.5 0.5 -0.4 0.2597
H -6.74057 2.21692 -4.36245 0.7 1.1 0.1 0.2254
H -5.66541 3.51475 -3.57535 -0.2 0.3 -0.3 0.3832
H -6.82406 1.79295 -0.96932 0.5 0.6 0.0 0.1952
C -1.11973 5.83222 2.72892 0.6 -0.9 1.4 0.1082
O -1.40238 4.48916 3.51218 0.1 -0.1 -0.7 -0.1316
O -1.90042 6.76794 3.03078 0.5 0.3 0.1 -0.8373
C 0.45531 5.93107 3.04918 -1.0 -0.6 -1.6 0.7609
F 0.77127 6.44434 4.19240 0.5 -0.2 1.7 -0.3032
F 1.17590 4.70509 2.85017 -0.8 1.5 0.4 -0.1563
F 0.97672 6.77931 2.13556 0.4 0.0 -0.6 -0.3151
C -2.74818 4.15148 3.44426 -1.8 1.1 -0.3 0.3965
C -3.36314 4.16275 4.82162 0.4 0.3 0.5 -1.3644
H -3.15436 5.18311 5.17607 -0.2 -0.4 0.5 0.4000
H -4.45905 3.95104 4.84098 0.8 0.0 0.0 0.2938
H -2.76428 3.40077 5.36848 -0.7 0.6 0.3 0.1511
H -2.95135 3.15854 3.11210 0.5 -1.3 -1.0 -0.3229
H -3.39549 4.80961 2.78940 1.1 -0.3 0.4 0.3957
H -1.07292 5.50524 1.70313 -0.3 -0.5 -1.4 -0.0150
C 6.45898 -1.39808 2.29626 0.9 -1.3 -0.3 0.2903
F 6.73673 -2.29058 3.27452 -0.3 0.2 -0.2 -0.2357
F 7.09224 -0.27671 2.64405 -0.6 0.1 -0.5 -0.2137
F 7.02695 -1.88763 1.15615 -0.2 0.5 0.6 -0.2296
S 4.63615 -1.31541 2.01410 -0.7 1.3 -2.4 1.3084
O 4.15670 -2.66909 1.98943 0.4 -0.9 0.2 -0.6959
O 4.15175 -0.52273 3.10270 -0.1 0.6 1.0 -0.5635
O 4.49818 -0.64062 0.69959 0.6 -0.4 1.4 -0.4810
```
Forces are in eV/Å.

HOMO energy: -6.10 eV
Net charge: 0
Max |F|: 3.57 eV Å⁻¹
Frontier orbital gap: 5.8 eV
Total energy: -163446.3901 eV